C45H90N10O7P4 | wB97M-V/def2-TZVPD

Results
Total charge   0
LUMO energy   -0.87 eV
SMILES   CCP(CC)c1cccc2c1C(=O)c1cc(CCCCCOC)cc(C[C@@H](O)CN)c1C2=O.CN(C)P(=O)(N(C)C)N(C)C.CN(C)P(=O)(N(C)C)N(C)C.CN(C)P(=O)(N(C)C)N(C)C
Highest occupied orbital energy   -0.2711 hartree
Frontier orbital gap   6.512 eV

Each line ends with the Mulliken charge.
Geometry (Å):
C 8.366 -0.378 1.207  -1.26
C 6.857 -0.316 0.878  -0.57
P 6.545 1.090 -0.288  -0.17
C 6.357 0.536 -2.040  -0.46
C 7.039 -0.815 -2.327  -1.19
C 5.110 2.101 0.269  0.29
C 5.426 3.387 0.687  -0.35
C 4.473 4.280 1.169  -1.04
C 3.155 3.877 1.238  -0.61
C 2.799 2.597 0.818  0.21
C 3.756 1.702 0.338  0.03
C 3.333 0.330 -0.055  0.89
O 4.070 -0.492 -0.544  -0.63
C 1.900 -0.057 0.206  -0.40
C 1.547 -1.368 -0.071  -0.52
C 0.251 -1.830 0.132  0.33
C -0.105 -3.245 -0.223  -1.27
C -0.045 -3.472 -1.750  -0.47
C -0.930 -2.513 -2.573  -1.16
C -0.179 -1.248 -3.084  -0.66
C -0.800 0.084 -2.601  -0.08
O -1.278 0.841 -3.703  -0.33
C -2.629 1.239 -3.596  -0.75
C -0.674 -0.942 0.665  -1.22
C -0.360 0.385 0.959  1.34
C -1.473 1.248 1.521  -2.01
C -1.338 1.687 2.998  0.14
O -2.547 1.373 3.691  -0.65
C -0.166 1.104 3.779  -0.56
N -0.249 -0.349 3.992  -0.68
C 0.944 0.842 0.706  0.51
C 1.336 2.251 0.950  0.65
O 0.552 3.129 1.219  -0.66
H 8.486 -0.857 2.180  0.40
H 8.744 0.639 1.286  0.36
H 8.879 -0.921 0.415  0.26
H 6.326 -0.067 1.802  0.44
H 6.466 -1.272 0.531  0.44
H 6.861 1.276 -2.660  0.52
H 5.322 0.450 -2.368  0.24
H 6.570 -1.327 -3.167  0.32
H 8.097 -0.695 -2.566  0.34
H 6.987 -1.505 -1.484  0.29
H 6.461 3.706 0.656  0.38
H 4.783 5.263 1.498  0.39
H 2.372 4.521 1.613  0.55
H 2.319 -2.013 -0.475  0.69
H 0.569 -3.973 0.235  0.31
H -1.118 -3.489 0.100  0.37
H -0.432 -4.479 -1.923  0.13
H 0.972 -3.404 -2.141  0.43
H -1.850 -2.236 -2.055  0.41
H -1.206 -3.058 -3.479  0.53
H 0.872 -1.290 -2.797  0.37
H -0.206 -1.199 -4.173  0.57
H -1.541 -0.077 -1.817  0.29
H 0.020 0.644 -2.132  -0.14
H -2.760 2.316 -3.450  0.29
H -3.203 0.681 -2.854  0.40
H -3.100 1.028 -4.565  0.20
H -1.679 -1.315 0.838  0.42
H -2.406 0.690 1.423  0.63
H -1.581 2.119 0.876  0.38
H -1.270 2.777 2.993  0.61
H -2.741 2.071 4.326  0.30
H 0.809 1.346 3.358  0.26
H -0.185 1.570 4.771  0.17
H -1.190 -0.678 3.823  0.31
H 0.407 -0.809 3.377  0.33
C -2.112 6.235 -8.368  -0.77
N -1.298 5.267 -9.080  0.04
C -0.912 5.819 -10.376  -1.12
P -1.521 3.552 -9.066  0.76
O -0.141 3.110 -9.456  -0.83
N -1.517 2.938 -7.444  0.41
C -1.618 3.803 -6.286  -0.82
C -0.534 1.897 -7.152  -0.94
N -3.274 3.628 -9.067  0.00
C -4.011 2.521 -8.424  -0.87
C -3.768 3.670 -10.472  -1.03
H -3.130 6.328 -8.770  0.26
H -1.642 7.219 -8.439  0.39
H -2.181 6.027 -7.306  0.19
H -1.775 5.978 -11.038  0.33
H -0.211 5.159 -10.885  0.31
H -0.413 6.782 -10.248  0.36
H -0.776 4.504 -6.210  0.34
H -1.644 3.208 -5.372  -0.04
H -2.561 4.356 -6.276  0.32
H 0.464 2.318 -6.982  0.32
H -0.465 1.172 -7.959  0.34
H -0.829 1.350 -6.253  0.21
H -3.681 1.540 -8.770  0.34
H -5.077 2.625 -8.644  0.40
H -3.925 2.555 -7.343  0.16
H -3.536 2.746 -11.010  0.36
H -3.318 4.498 -11.021  0.23
H -4.847 3.820 -10.493  0.39
C 2.016 -7.687 2.103  -0.92
N 0.686 -7.816 1.534  0.33
C -0.300 -7.830 2.613  -1.24
P 0.262 -8.772 0.158  0.85
O -1.004 -8.079 -0.256  -0.88
N 1.226 -8.337 -1.219  0.25
C 2.412 -7.511 -1.100  -1.10
C 0.483 -7.934 -2.407  -0.78
N 1.348 -10.091 0.547  -0.02
C 1.893 -10.888 -0.572  -0.95
C 0.648 -11.069 1.426  -1.04
H 2.375 -8.605 2.586  0.25
H 2.006 -6.901 2.862  0.38
H 2.756 -7.371 1.375  0.20
H -0.201 -8.713 3.260  0.34
H -1.313 -7.816 2.211  0.34
H -0.191 -6.945 3.243  0.36
H 2.190 -6.507 -0.713  0.11
H 2.889 -7.399 -2.077  0.48
H 3.170 -7.987 -0.475  0.36
H 0.124 -6.900 -2.336  0.06
H -0.376 -8.578 -2.578  0.35
H 1.111 -8.009 -3.299  0.36
H 1.115 -11.237 -1.256  0.34
H 2.415 -11.759 -0.170  0.37
H 2.632 -10.334 -1.141  0.27
H -0.188 -11.549 0.911  0.37
H 0.255 -10.581 2.319  0.22
H 1.338 -11.842 1.762  0.40
C -5.302 5.596 8.754  -0.80
N -4.774 4.818 7.648  0.06
C -5.875 4.137 6.969  -1.10
P -3.280 3.951 7.640  0.88
O -3.035 3.870 6.160  -0.87
N -1.971 5.022 8.033  0.26
C -2.192 6.345 8.585  -1.26
C -0.894 5.091 7.048  -0.91
N -3.396 3.416 9.304  -0.01
C -2.137 3.196 10.046  -0.96
C -4.122 2.115 9.358  -1.03
H -5.614 4.981 9.609  0.27
H -6.179 6.151 8.414  0.39
H -4.609 6.349 9.109  0.18
H -6.364 3.390 7.611  0.33
H -5.525 3.632 6.069  0.26
H -6.637 4.856 6.660  0.38
H -2.755 6.997 7.905  0.33
H -1.234 6.824 8.798  0.43
H -2.697 6.295 9.551  0.35
H -1.151 5.733 6.197  0.32
H -0.644 4.104 6.666  0.20
H 0.008 5.492 7.516  0.31
H -1.434 2.563 9.501  0.33
H -2.364 2.717 11.001  0.39
H -1.645 4.131 10.291  0.28
H -3.565 1.320 8.857  0.38
H -5.100 2.191 8.880  0.22
H -4.294 1.818 10.392  0.40



C45H92NO19S2 | wB97M-V/def2-TZVPD

Results
Total charge   0
LUMO energy (spin up / spin down)   0.20 / -0.28 eV
Highest occupied orbital energy (spin up / spin down)   -0.3228 / -0.3228 hartree
Spin multiplicity   2
Frontier orbital gap (spin up / spin down)   8.979 / 8.504 eV

Each line ends with the Mulliken charge.
Geometry (Å):
C -4.417 -2.388 -4.080  -0.78
C -3.693 -2.124 -2.650  0.63
O -3.241 -3.108 -2.014  -0.53
O -3.582 -0.773 -2.199  -0.36
C -2.398 -0.205 -2.868  -0.14
C -2.571 1.385 -2.977  -0.80
C -1.671 2.247 -1.977  -0.39
C -0.085 2.136 -2.154  1.55
S 0.513 0.863 -0.883  -0.23
C 0.244 1.518 0.831  -0.01
C 1.441 1.028 1.813  0.01
O 2.604 0.881 1.345  -0.48
O 1.163 0.817 3.201  -0.28
C 0.199 -0.265 3.380  -0.54
C 0.789 -1.403 4.348  0.36
C 1.010 -0.710 5.801  -1.16
O 2.072 -1.838 3.780  -0.35
C 1.822 -2.870 2.800  0.33
O 1.629 -4.047 3.225  -0.50
C 1.728 -2.588 1.233  0.05
S 2.279 -4.031 0.205  -0.23
C 0.453 1.622 -3.568  -1.78
C 0.682 2.773 -4.680  1.26
C 1.645 2.080 -5.804  -1.44
C -0.675 3.141 -5.502  -1.55
N 1.430 3.968 -4.195  0.68
O 2.730 3.773 -4.136  -0.56
C 0.879 4.556 -2.941  1.37
C 2.037 5.578 -2.396  -1.38
C -0.409 5.530 -3.191  -1.45
C 0.629 3.519 -1.744  -1.98
H -5.064 -3.323 -4.073  0.32
H -3.550 -2.437 -4.842  0.23
H -5.028 -1.428 -4.286  0.28
H -1.449 -0.559 -2.345  0.25
H -2.337 -0.621 -3.950  0.22
H -2.478 1.660 -4.083  0.03
H -3.674 1.606 -2.699  0.46
H -2.087 3.328 -2.003  0.15
H -1.919 1.872 -0.910  0.24
H 0.194 2.659 0.820  0.37
H -0.749 1.092 1.242  0.42
H -0.148 -0.731 2.382  0.20
H -0.749 0.217 3.836  0.38
H 0.079 -2.304 4.417  0.37
H 0.219 0.102 5.973  0.26
H 0.858 -1.514 6.596  0.33
H 2.062 -0.291 5.926  0.23
H 0.669 -2.244 0.926  0.18
H 2.445 -1.709 1.017  0.09
H 2.239 -3.547 -1.105  0.14
H 1.507 1.179 -3.373  0.68
H -0.144 0.783 -4.057  0.12
H 1.065 1.281 -6.409  0.31
H 2.093 2.871 -6.499  0.39
H 2.511 1.495 -5.309  0.35
H -0.464 3.757 -6.444  0.36
H -1.075 2.120 -5.875  0.38
H -1.496 3.569 -4.835  0.20
H 2.873 5.014 -1.847  0.30
H 1.508 6.226 -1.602  0.36
H 2.443 6.212 -3.271  0.38
H -1.399 4.966 -3.207  0.20
H -0.239 6.002 -4.230  0.35
H -0.444 6.391 -2.445  0.39
H 1.660 3.287 -1.279  0.42
H -0.021 4.057 -0.966  0.33
C -3.408 -3.609 10.452  -0.78
O -2.707 -2.407 10.710  -0.27
C -1.340 -2.477 10.312  -0.58
C -0.817 -1.088 9.957  -0.39
O -1.255 -0.620 8.679  -0.32
C -2.633 -0.254 8.578  -0.39
C -2.976 1.040 9.311  -0.61
O -3.066 0.814 10.713  -0.27
C -2.714 1.958 11.468  -0.79
H -3.026 -4.418 11.084  0.32
H -4.462 -3.443 10.682  0.23
H -3.329 -3.885 9.395  0.34
H -1.233 -3.138 9.442  0.33
H -0.770 -2.882 11.155  0.41
H 0.273 -1.152 9.883  0.42
H -1.036 -0.361 10.739  0.12
H -3.282 -1.079 8.878  0.15
H -2.810 -0.093 7.510  0.41
H -3.954 1.401 8.971  0.41
H -2.217 1.794 9.082  0.34
H -1.703 2.294 11.212  0.35
H -2.721 1.684 12.524  0.23
H -3.434 2.765 11.303  0.32
C 0.345 -6.927 1.834  -0.49
O 0.153 -8.149 1.144  -0.25
C -0.681 -9.055 1.859  -0.55
C -1.405 -9.988 0.894  -0.34
O -2.505 -9.372 0.219  -0.48
C -2.174 -8.406 -0.781  -0.22
C -1.579 -9.018 -2.047  -0.61
O -0.216 -9.374 -1.840  -0.23
C 0.180 -10.477 -2.631  -0.81
H 0.920 -7.092 2.750  0.39
H 0.900 -6.251 1.181  -0.09
H -0.617 -6.459 2.068  0.32
H -1.420 -8.500 2.451  0.33
H -0.038 -9.640 2.527  0.40
H -1.845 -10.799 1.482  0.41
H -0.718 -10.451 0.186  0.12
H -1.542 -7.617 -0.372  0.09
H -3.124 -7.935 -1.051  0.39
H -1.608 -8.278 -2.855  0.40
H -2.173 -9.890 -2.337  0.35
H -0.462 -11.343 -2.436  0.35
H 1.201 -10.744 -2.356  0.23
H 0.153 -10.218 -3.694  0.32
C -2.522 7.219 -10.419  -0.77
O -2.529 5.930 -11.003  -0.26
C -1.220 5.387 -11.143  -0.58
C -1.268 3.863 -11.107  -0.34
O -1.443 3.326 -9.794  -0.44
C -2.736 3.495 -9.208  -0.06
C -3.812 2.620 -9.845  -0.71
O -4.228 3.166 -11.091  -0.25
C -4.659 2.171 -12.000  -0.80
H -2.046 7.941 -11.091  0.32
H -3.558 7.519 -10.248  0.23
H -2.008 7.204 -9.452  0.33
H -0.572 5.749 -10.334  0.34
H -0.824 5.722 -12.109  0.41
H -0.295 3.492 -11.443  0.40
H -2.010 3.465 -11.798  0.15
H -3.023 4.547 -9.184  0.17
H -2.622 3.181 -8.165  0.21
H -4.690 2.590 -9.189  0.40
H -3.423 1.606 -9.970  0.36
H -3.868 1.431 -12.166  0.35
H -4.877 2.652 -12.955  0.23
H -5.565 1.680 -11.633  0.33
C 6.204 -0.050 2.668  -0.67
O 6.156 1.302 3.079  -0.35
C 4.828 1.821 3.091  0.01
C 4.702 2.940 4.120  -0.42
O 4.624 2.471 5.469  -0.50
C 5.827 1.938 6.026  -0.31
C 6.883 2.999 6.325  -0.61
O 7.535 3.409 5.127  -0.26
C 7.983 4.749 5.188  -0.80
H 5.913 -0.141 1.616  0.29
H 7.230 -0.405 2.786  0.28
H 5.555 -0.670 3.295  0.25
H 4.114 1.025 3.332  -0.06
H 4.617 2.213 2.091  0.41
H 3.754 3.454 3.938  0.43
H 5.490 3.685 4.007  0.13
H 6.222 1.130 5.409  0.13
H 5.528 1.486 6.977  0.40
H 7.647 2.574 6.987  0.42
H 6.408 3.849 6.823  0.35
H 7.148 5.425 5.404  0.34
H 8.390 5.017 4.212  0.23
H 8.766 4.861 5.944  0.33



C45H95N5O5 | wB97M-V/def2-TZVPD

Results
Energy relative to the best compared isomer or geometry (same formula, charge and spin)   1566.3 kJ/mol
Total charge   0
LUMO energy   0.46 eV
SMILES   CC1(C)CCCC(C)(C)N1O.CC1(C)CCCC(C)(C)N1O.CC1(C)CCCC(C)(C)N1O.CC1(C)CCCC(C)(C)N1O.CC1(C)CCCC(C)(C)N1O
Highest occupied orbital energy   -0.2729 hartree
Frontier orbital gap   7.888 eV

Each line ends with the Mulliken charge.
Geometry (Å):
C 0.167 6.362 18.622  -1.74
C 0.953 7.724 18.963  1.07
C 0.570 8.640 17.749  -1.84
C 0.456 8.472 20.251  -0.43
C 1.016 7.718 21.454  -1.51
C 2.516 7.652 21.414  -1.46
C 3.150 7.087 20.128  1.55
C 4.572 7.754 20.172  -1.91
C 3.302 5.491 20.020  -1.66
N 2.451 7.505 18.906  1.08
O 3.062 7.126 17.698  -0.51
H 0.058 5.760 19.524  0.32
H -0.834 6.704 18.360  0.49
H 0.690 5.865 17.805  0.38
H -0.514 8.748 17.788  0.32
H 0.967 9.643 17.907  -0.40
H 0.931 8.456 16.737  0.57
H 0.794 9.508 20.250  0.00
H -0.628 8.380 20.318  0.59
H 0.690 8.405 22.234  0.53
H 0.410 6.811 21.464  0.47
H 2.757 6.908 22.174  0.58
H 2.932 8.568 21.835  0.41
H 5.476 7.435 19.655  0.39
H 4.952 7.732 21.193  0.49
H 4.438 8.816 19.968  0.34
H 2.919 4.928 19.169  0.29
H 2.732 5.092 20.859  0.36
H 4.365 5.248 20.018  0.43
H 3.395 8.019 17.580  0.35
C 0.036 18.142 26.300  -1.73
C 0.690 17.786 24.925  1.94
C 1.669 18.984 24.534  -1.67
C 1.478 16.425 25.164  -1.89
C 2.106 15.793 23.898  -0.70
C 1.028 15.535 22.850  0.00
C 0.040 16.737 22.586  3.56
C 0.629 17.635 21.453  -1.62
C -1.203 16.113 22.073  -0.08
N -0.295 17.516 23.814  0.44
O -1.258 18.556 23.634  -0.53
H -0.009 17.283 26.968  0.38
H 0.259 19.020 26.906  0.35
H -1.035 18.343 26.263  0.41
H 1.186 19.681 23.849  0.16
H 1.946 19.558 25.419  0.53
H 2.565 18.555 24.086  0.33
H 2.272 16.701 25.857  0.53
H 0.765 15.678 25.514  0.51
H 2.881 16.430 23.471  -0.20
H 2.724 14.915 24.083  0.57
H 0.612 14.540 23.004  0.19
H 1.481 15.200 21.917  -1.03
H 0.873 17.021 20.586  -1.08
H 1.530 18.153 21.784  -0.74
H 0.028 18.419 20.992  1.41
H -1.531 15.423 22.851  -0.65
H -0.982 15.603 21.135  -1.39
H -2.056 16.785 21.978  0.23
H -0.689 19.262 23.318  0.44
C -0.409 15.869 19.447  -0.97
C 0.486 14.721 19.145  1.78
C 1.388 15.237 17.997  -0.57
C 1.343 14.388 20.394  1.37
C 2.202 13.131 20.180  -2.13
C 1.227 11.915 19.922  -1.18
C 0.308 12.117 18.760  2.15
C 1.087 11.913 17.450  -1.54
C -0.861 11.067 18.921  -0.56
N -0.257 13.505 18.884  2.15
O -1.157 13.647 17.962  -0.86
H -1.099 15.483 20.198  -0.04
H 0.086 16.781 19.781  0.34
H -1.052 16.188 18.627  0.84
H 0.701 15.616 17.240  0.77
H 2.060 16.053 18.263  -1.53
H 2.104 14.547 17.549  0.13
H 2.054 15.209 20.494  -1.20
H 0.773 14.353 21.322  0.39
H 2.973 13.314 19.432  0.28
H 2.925 12.949 20.975  0.67
H 0.775 11.681 20.886  0.36
H 1.872 11.088 19.627  0.56
H 0.674 12.515 16.641  0.46
H 0.957 10.888 17.105  0.90
H 2.110 12.280 17.539  0.31
H -1.534 11.632 19.567  -0.22
H -0.539 10.129 19.372  -0.86
H -1.363 10.955 17.960  0.01
H -2.022 13.587 18.374  -0.70
C 5.272 19.184 18.373  -1.90
C 4.021 18.476 18.795  1.45
C 3.296 17.713 17.512  -1.95
C 4.516 17.239 19.658  -0.12
C 4.905 17.651 21.067  -1.48
C 3.897 18.592 21.908  -0.03
C 3.429 19.737 21.002  1.64
C 2.077 20.114 21.605  -1.74
C 4.448 20.807 21.074  -1.88
N 3.106 19.309 19.588  1.23
O 2.357 20.252 18.873  -0.59
H 5.138 20.265 18.327  0.39
H 6.196 18.936 18.895  0.24
H 5.462 19.012 17.313  0.54
H 2.278 17.421 17.773  0.88
H 3.058 18.340 16.653  0.55
H 3.872 16.833 17.225  0.29
H 3.676 16.550 19.743  -0.82
H 5.185 16.545 19.149  0.69
H 5.151 16.830 21.742  0.56
H 5.866 18.148 20.934  0.49
H 4.536 18.978 22.703  0.75
H 3.110 17.890 22.182  -1.05
H 1.921 21.105 21.179  0.67
H 2.198 20.351 22.662  0.32
H 1.314 19.344 21.488  0.54
H 5.450 20.449 20.837  0.36
H 4.652 21.230 22.058  0.44
H 4.428 21.711 20.465  0.37
H 1.501 19.861 18.683  0.33
C -3.531 12.184 19.317  -0.80
C -3.630 13.476 20.185  1.35
C -3.302 14.628 19.197  -1.67
C -5.097 13.706 20.641  -1.35
C -5.605 12.791 21.767  -0.87
C -4.694 12.933 23.022  -1.27
C -3.194 12.689 22.674  1.64
C -2.389 13.225 23.922  -1.99
C -3.011 11.137 22.451  -1.74
N -2.805 13.500 21.436  0.32
O -1.506 13.619 21.216  0.05
H -4.058 12.206 18.363  0.35
H -2.512 12.062 18.948  0.04
H -3.726 11.200 19.743  0.17
H -4.088 14.841 18.473  0.45
H -3.030 15.587 19.639  0.44
H -2.343 14.527 18.688  0.85
H -5.239 14.699 21.067  0.33
H -5.790 13.506 19.823  0.44
H -6.646 12.961 22.041  0.49
H -5.618 11.752 21.437  0.31
H -4.990 12.225 23.796  0.36
H -4.579 13.955 23.383  0.47
H -1.315 13.053 23.992  0.28
H -2.747 12.937 24.910  0.44
H -2.537 14.305 23.906  0.50
H -3.016 10.632 23.417  0.59
H -2.025 10.892 22.057  0.12
H -3.783 10.682 21.831  0.32
H -1.351 14.537 21.448  -1.12



| no. | total energy (Ha) |
| --- | --- |
| 1 | -4208.19029 |
| 2 | -4049.95144 |
| 3 | -2420.74956 |